Molecular formula: C5H7NO
Method: DFT, ωB97M-V/def2-TZVPD

Output
Maximum force, eV Å⁻¹: 1.098
Relative energy (zero: lowest compared OMol25 entry of this formula, charge and spin), kJ/mol: 165.1
SMILES: CC[C@@]1(C#N)CO1
Lowest unoccupied orbital energy, eV: 0.82
E, hartree: -324.6616
Orbital gap, Eh: 0.4392
E_HOMO, eV: -11.1

CARTESIAN COORDINATES (ANGSTROEM)
C (1.5131, 0.1316, 0.9441)
C (0.8182, 0.3571, -0.3964)
C (-0.5745, -0.2397, -0.4658)
C (-0.7102, -1.6009, 0.0552)
N (-0.8040, -2.6664, 0.4950)
C (-1.7865, 0.5906, -0.4799)
O (-1.2910, -0.0085, -1.6653)
H (0.9976, 0.6499, 1.7585)
H (2.5378, 0.5095, 0.9091)
H (1.5527, -0.9328, 1.1949)
H (0.7359, 1.4293, -0.6048)
H (1.3979, -0.0802, -1.2171)
H (-2.7291, 0.1915, -0.1097)
H (-1.6579, 1.6689, -0.4175)